Entry 1:
{
  "formula": "F3HN2",
  "method": "ωB97M-V/def2-TZVPD",
  "elements": ["N", "N", "F", "F", "F", "H"],
  "positions_angstrom": [[0.0120, 0.3946, -0.6211], [-0.9900, 1.1763, -0.4948], [1.0422, 0.8895, -1.3341], [-0.5330, 2.0751, 1.4729], [-2.0142, 0.5050, 0.0395], [0.3260, -0.3242, 0.0386]],
  "nbo_charge": [0.044, 0.369, -0.137, -0.542, -0.143, 0.408],
  "homo_energy_ev": [-11.597, -9.899],
  "relative_energy_kj_mol": 350.0,
  "orbital_gap_ev": [10.0, 7.8],
  "total_charge": 0
}

***

Entry 2:
{
  "formula": "F3HN2",
  "method": "ωB97M-V/def2-TZVPD",
  "elements": ["N", "N", "F", "F", "F", "H"],
  "positions_angstrom": [[-0.1483, 0.4157, -0.6864], [2.4105, -0.2690, 0.3700], [-0.2710, 1.7741, -0.4758], [3.0663, 0.8299, 0.7001], [2.7224, -0.4411, -0.9005], [-0.7064, 0.0165, -0.0262]],
  "nbo_charge": [-0.038, 0.400, -0.233, -0.202, -0.195, 0.267],
  "homo_energy_ev": [-11.223, -10.791],
  "relative_energy_kj_mol": 363.6,
  "orbital_gap_ev": [10.7, 10.0],
  "total_charge": 0
}

***

Entry 3:
{
  "formula": "F3HN2O2S",
  "method": "ωB97M-V/def2-TZVPD",
  "elements": ["N", "N", "O", "O", "F", "F", "F", "S", "H"],
  "positions_angstrom": [[-0.6428, 1.7878, 0.9531], [1.4468, -0.8623, 0.2603], [0.6921, -0.3166, -0.7080], [-1.7570, 1.1257, 2.9685], [-0.1829, 2.7296, 0.0413], [0.6324, -1.6248, 1.1134], [1.9020, 0.1392, 1.0845], [-1.4077, 2.2670, 2.1962], [0.0738, 0.2853, -0.4065]],
  "nbo_charge": [-0.402, 0.510, -0.514, -0.813, -0.209, -0.247, -0.233, 1.428, 0.479],
  "homo_energy_ev": -11.225,
  "relative_energy_kj_mol": 150.7,
  "orbital_gap_ev": 9.6,
  "total_charge": 0
}